# 1
The following is a DFT calculation (the ωB97M-V functional and the def2-TZVPD basis) of one molecule with the formula C17H13Cl3FNO3.

The geometry in XYZ format:
```
38
Properties=species:S:1:pos:R:3
O 1.79 0.13 3.46
C 1.51 -1.03 3.37
O 1.21 -1.79 4.43
H 1.27 -1.27 5.25
C 1.44 -1.84 2.09
H 2.28 -2.55 2.11
H 0.53 -2.43 2.11
C 1.54 -0.96 0.85
C 0.48 0.12 0.87
C -0.86 -0.20 1.07
C -1.84 0.76 1.14
C -1.50 2.09 1.03
C -0.18 2.46 0.80
C 0.79 1.47 0.72
Cl 2.41 1.97 0.40
H 0.09 3.49 0.70
Cl -2.71 3.31 1.14
H -2.87 0.48 1.30
H -1.14 -1.24 1.17
H 2.52 -0.48 0.86
C 1.42 -1.81 -0.43
C 2.04 -1.05 -1.58
O 3.22 -1.13 -1.84
N 1.26 -0.17 -2.28
C -0.11 0.10 -2.25
C -1.07 -0.90 -2.27
C -2.41 -0.57 -2.25
C -2.80 0.75 -2.24
C -1.85 1.77 -2.28
C -0.51 1.44 -2.29
H 0.23 2.22 -2.32
Cl -2.34 3.42 -2.32
F -4.11 1.05 -2.21
H -3.17 -1.34 -2.25
H -0.78 -1.94 -2.33
H 1.82 0.47 -2.84
H 0.38 -2.07 -0.60
H 2.01 -2.72 -0.30
```

Computed properties:
- HOMO-LUMO gap: 9.3 eV
- HOMO level: -8.792 eV

Results of the natural (NBO) charge analysis, in e, for atoms 1 through 8:
1. O -0.58
2. C 0.80
3. O -0.69
4. H 0.50
5. C -0.51
6. H 0.25
7. H 0.23
8. C -0.24

=====

# 2
The following is a DFT calculation (the ωB97M-V functional and the def2-TZVPD basis) of C17H13CrF3I2N4O8S2 as an isolated structure.

The geometry in XYZ format:
```
50
Properties=species:S:1:pos:R:3
Cr -0.56 -0.27 1.31
O -4.91 -4.00 -0.58
C -3.91 -3.19 -0.18
C -2.57 -3.46 -0.48
C -1.62 -2.57 -0.03
N -1.99 -1.49 0.65
C -3.25 -1.24 1.00
C -4.26 -2.07 0.59
C -3.36 -0.02 1.91
O -4.46 0.34 2.29
O -2.21 0.49 2.20
C -0.11 -2.69 -0.15
O 0.37 -3.65 -0.72
O 0.51 -1.72 0.43
H -4.55 -4.73 -1.10
H -2.26 -4.34 -1.03
H -5.29 -1.88 0.87
I 3.34 -0.54 -2.07
I 4.00 -1.25 -4.72
C -1.02 1.15 -0.13
C -0.29 1.31 -1.41
C -0.48 0.42 -2.48
C 0.11 0.62 -3.71
C 0.94 1.73 -3.90
C 1.18 2.60 -2.85
C 0.58 2.39 -1.62
C 1.52 2.00 -5.19
N 1.99 2.26 -6.21
H -2.07 0.95 -0.32
H -0.96 2.06 0.47
H -1.14 -0.43 -2.34
H -0.05 -0.07 -4.52
H 1.81 3.47 -3.00
H 0.73 3.09 -0.81
F 1.91 -1.49 5.49
C 1.99 -0.74 4.39
F 2.80 0.30 4.65
F 2.53 -1.47 3.42
S 0.32 -0.12 3.94
O -0.18 0.46 5.14
O -0.36 -1.27 3.36
O 0.58 0.81 2.82
N 2.61 2.55 1.61
C 3.05 1.86 0.56
N 3.77 2.49 -0.38
S 2.72 0.20 0.50
H 2.72 3.55 1.67
H 1.97 2.09 2.26
H 3.81 3.50 -0.40
H 3.99 1.98 -1.22
```

Computed properties:
- Total charge: -1
- Multiplicity: 4
- HOMO-LUMO gap (alpha / beta): 7.8 / 7.8 eV
- HOMO level (alpha / beta): -6.073 / -6.016 eV
- Expectation value of S²: 3.823

Results of the natural (NBO) charge analysis, in e, for atoms 1 through 8:
1. Cr 1.33
2. O -0.65
3. C 0.36
4. C -0.30
5. C 0.15
6. N -0.46
7. C 0.15
8. C -0.27

=====

# 3
The following is a DFT calculation (the ωB97M-V functional and the def2-TZVPD basis) of a 2-piece molecular cluster, C17H13F3N4O6S2 overall.

The geometry in XYZ format:
```
45
Properties=species:S:1:pos:R:3
C 2.48 0.99 3.70
S 2.62 0.53 1.93
C 4.06 -0.60 2.07
C 1.34 -0.55 1.64
C 0.01 -0.27 2.10
C -0.84 -1.34 2.50
C -2.16 -1.11 2.85
C -2.69 0.18 2.80
C -4.09 0.39 3.04
N -5.24 0.57 3.23
C -1.85 1.26 2.47
C -0.52 1.05 2.13
H 1.53 1.51 3.86
H 2.54 0.09 4.32
H 3.32 1.67 3.92
H 4.05 -1.29 1.22
H 4.95 0.04 2.03
H 4.01 -1.13 3.03
H 1.65 -1.57 1.40
H -0.42 -2.35 2.53
H -2.80 -1.94 3.16
H -2.27 2.27 2.46
H 0.11 1.89 1.84
O 1.72 -5.06 -2.41
S 1.16 -3.98 -1.64
O -0.19 -3.50 -1.83
C 1.27 -4.53 0.16
F 0.68 -5.72 0.30
F 2.55 -4.60 0.57
F 0.62 -3.64 0.96
C 2.26 -2.55 -1.75
C 1.87 -1.29 -1.24
C 2.66 -0.21 -1.63
N 2.25 1.12 -1.77
O 1.25 1.73 -1.43
O 3.23 1.74 -2.58
N 4.24 0.86 -2.91
C 3.87 -0.32 -2.34
C 4.37 -1.65 -2.62
N 5.68 -1.94 -3.15
O 6.53 -1.04 -3.27
O 5.92 -3.13 -3.44
C 3.50 -2.73 -2.38
H 0.95 -1.12 -0.69
H 3.80 -3.72 -2.70
```

Computed properties:
- HOMO-LUMO gap: 4.6 eV
- HOMO level: -7.324 eV

Results of the natural (NBO) charge analysis, in e, for atoms 1 through 8:
1. C -0.77
2. S 0.87
3. C -0.73
4. C -0.80
5. C -0.03
6. C -0.20
7. C -0.14
8. C -0.24

=====

# 4
The following is a DFT calculation (the ωB97M-V functional and the def2-TZVPD basis) of C17H13N4O10P2S2V as an isolated structure.

The geometry in XYZ format:
```
49
Properties=species:S:1:pos:R:3
V 0.60 -1.36 -0.21
N -3.18 -0.54 1.19
C -3.56 -0.04 -0.05
C -4.77 0.49 -0.50
C -4.81 0.87 -1.82
C -3.69 0.73 -2.67
C -2.50 0.22 -2.22
C -2.44 -0.17 -0.88
N -1.42 -0.74 -0.13
C -1.91 -0.95 1.09
C -1.06 -1.62 2.06
C -1.20 -1.96 3.35
S 0.23 -2.69 3.95
C 0.98 -2.56 2.47
N 0.20 -1.98 1.55
H -3.77 -0.61 2.00
H -5.63 0.58 0.15
H -5.73 1.27 -2.22
H -3.78 1.04 -3.70
H -1.63 0.13 -2.87
H -2.05 -1.81 3.99
H 1.99 -2.88 2.27
O 1.53 -0.73 -2.83
P 2.60 -1.74 -2.27
O 3.98 -1.60 -2.65
O 2.20 -1.53 -0.69
O 1.92 -3.18 -2.53
P 0.73 -3.85 -1.68
O 1.40 -4.17 -0.27
O 0.02 -4.93 -2.31
O -0.14 -2.53 -1.24
H 1.79 -0.23 -3.62
H 1.75 -5.07 -0.23
O 0.13 1.60 -1.53
C 0.72 1.58 -0.49
N 0.82 0.37 0.30
S 1.79 0.65 1.73
O 0.89 0.55 2.84
O 2.92 -0.24 1.68
C 2.13 2.30 1.33
C 2.89 3.18 2.07
C 3.00 4.48 1.57
C 2.37 4.86 0.38
C 1.61 3.95 -0.34
C 1.49 2.66 0.15
H 3.38 2.89 2.98
H 3.59 5.20 2.11
H 2.48 5.87 0.03
H 1.11 4.23 -1.27
```

Computed properties:
- Total charge: +2
- HOMO-LUMO gap: 5.1 eV
- HOMO level: -14.751 eV

Results of the natural (NBO) charge analysis, in e, for atoms 1 through 8:
1. V 1.54
2. N -0.48
3. C 0.19
4. C -0.24
5. C -0.15
6. C -0.18
7. C -0.18
8. C 0.08

=====

# 5
The following is a DFT calculation (the ωB97M-V functional and the def2-TZVPD basis) of one molecule with the formula C17H14BrNO4.

The geometry in XYZ format:
```
37
Properties=species:S:1:pos:R:3
C 1.68 2.82 -1.06
C 1.95 3.17 0.18
C 1.63 2.38 1.42
N 0.97 1.12 1.18
C 1.53 -0.08 1.50
O 2.62 -0.24 1.99
C 0.53 -1.19 1.13
C -0.68 -0.39 0.73
C -1.93 -0.81 0.35
C -2.85 0.17 -0.01
C -2.52 1.52 0.00
C -1.26 1.93 0.38
C -0.34 0.96 0.74
H -1.00 2.98 0.37
H -3.26 2.25 -0.30
Br -4.60 -0.35 -0.52
H -2.20 -1.85 0.35
O 0.28 -2.04 2.22
H 1.13 -2.23 2.65
C 1.10 -1.98 -0.08
C 1.61 -0.99 -1.09
O 0.86 -0.33 -1.79
C 3.05 -0.79 -1.12
C 3.80 0.16 -1.78
C 5.13 -0.06 -1.40
C 5.11 -1.11 -0.54
O 3.87 -1.56 -0.36
H 5.89 -1.62 0.00
H 6.00 0.49 -1.72
H 3.42 0.90 -2.45
H 1.91 -2.62 0.28
H 0.30 -2.58 -0.50
H 2.56 2.15 1.95
H 1.00 3.00 2.08
H 2.44 4.11 0.39
H 1.95 3.45 -1.89
H 1.19 1.89 -1.32
```

Computed properties:
- HOMO-LUMO gap: 8.4 eV
- HOMO level: -8.339 eV

Results of the natural (NBO) charge analysis, in e, for atoms 1 through 8:
1. C -0.40
2. C -0.19
3. C -0.27
4. N -0.45
5. C 0.68
6. O -0.60
7. C 0.17
8. C -0.07

=====

# 6
The following is a DFT calculation (the ωB97M-V functional and the def2-TZVPD basis) of C17H14Cl2KN4O2S as an isolated structure.

The geometry in XYZ format:
```
41
Properties=species:S:1:pos:R:3
K 1.39 0.08 -1.08
Cl -3.34 1.62 -1.76
C -2.72 0.83 -0.33
C -3.41 1.00 0.87
C -2.97 0.41 2.02
Cl -3.87 0.66 3.51
C -1.81 -0.40 2.02
C -1.29 -1.03 3.17
C -0.16 -1.79 3.08
C 0.46 -1.93 1.82
N 0.01 -1.36 0.73
C -1.11 -0.58 0.80
C -1.55 0.05 -0.47
O -0.92 -0.10 -1.55
H -4.30 1.61 0.88
H -1.79 -0.89 4.12
H 0.26 -2.27 3.95
H 1.36 -2.53 1.73
O 1.82 1.60 0.59
N 2.36 2.78 0.43
C 1.70 3.85 0.93
C 2.18 5.13 0.83
C 3.40 5.31 0.17
C 4.05 4.22 -0.34
C 3.55 2.90 -0.26
S 4.33 1.54 -0.95
H 0.77 3.58 1.42
H 1.62 5.94 1.25
H 3.83 6.30 0.07
H 4.99 4.33 -0.87
C -1.77 -3.01 -3.01
N -0.53 -3.73 -2.69
C -0.61 -4.84 -1.75
C 0.60 -3.04 -2.75
N 1.57 -2.41 -2.72
H -2.42 -3.65 -3.61
H -1.52 -2.12 -3.58
H -2.29 -2.71 -2.10
H -1.16 -5.67 -2.20
H -1.12 -4.53 -0.83
H 0.39 -5.17 -1.50
```

Computed properties:
- Total charge: -1
- HOMO-LUMO gap: 6.5 eV
- HOMO level: -4.044 eV

Results of the natural (NBO) charge analysis, in e, for atoms 1 through 8:
1. K 0.93
2. Cl -0.04
3. C -0.20
4. C -0.21
5. C -0.12
6. Cl -0.06
7. C -0.03
8. C -0.17

=====

Question: Number 2 is which compound?
Answer: C17H13CrF3I2N4O8S2

=====

Copy entry 5 word for word.
The following is a DFT calculation (the ωB97M-V functional and the def2-TZVPD basis) of one molecule with the formula C17H14BrNO4.

The geometry in XYZ format:
```
37
Properties=species:S:1:pos:R:3
C 1.68 2.82 -1.06
C 1.95 3.17 0.18
C 1.63 2.38 1.42
N 0.97 1.12 1.18
C 1.53 -0.08 1.50
O 2.62 -0.24 1.99
C 0.53 -1.19 1.13
C -0.68 -0.39 0.73
C -1.93 -0.81 0.35
C -2.85 0.17 -0.01
C -2.52 1.52 0.00
C -1.26 1.93 0.38
C -0.34 0.96 0.74
H -1.00 2.98 0.37
H -3.26 2.25 -0.30
Br -4.60 -0.35 -0.52
H -2.20 -1.85 0.35
O 0.28 -2.04 2.22
H 1.13 -2.23 2.65
C 1.10 -1.98 -0.08
C 1.61 -0.99 -1.09
O 0.86 -0.33 -1.79
C 3.05 -0.79 -1.12
C 3.80 0.16 -1.78
C 5.13 -0.06 -1.40
C 5.11 -1.11 -0.54
O 3.87 -1.56 -0.36
H 5.89 -1.62 0.00
H 6.00 0.49 -1.72
H 3.42 0.90 -2.45
H 1.91 -2.62 0.28
H 0.30 -2.58 -0.50
H 2.56 2.15 1.95
H 1.00 3.00 2.08
H 2.44 4.11 0.39
H 1.95 3.45 -1.89
H 1.19 1.89 -1.32
```

Computed properties:
- HOMO-LUMO gap: 8.4 eV
- HOMO level: -8.339 eV

Results of the natural (NBO) charge analysis, in e, for atoms 1 through 8:
1. C -0.40
2. C -0.19
3. C -0.27
4. N -0.45
5. C 0.68
6. O -0.60
7. C 0.17
8. C -0.07